[1]
Computed, not measured: C32H32IrNO as an isolated structure, with ωB97M-V with the def2-TZVPD basis set.

Last column: Mulliken spin population.
Cartesian coordinates (Å):
1 C 1.7575 -0.1820 0.5802  0.219
2 C 2.0947 -0.7338 -0.6701  0.130
3 C 1.9460 0.2471 -1.6538  0.337
4 H 2.4503 -1.7280 -0.8550  0.017
5 C 1.4016 1.4303 -1.0454  0.166
6 C 1.4509 1.2191 0.3885  -0.010
7 H 1.1013 2.3569 -1.4979  -0.003
8 C -1.4041 -1.9393 1.2843  0.424
9 C -0.5110 -2.8993 0.8017  0.005
10 C -0.2300 -2.6877 -0.5616  0.350
11 H -0.1288 -3.7868 1.3203  0.008
12 C -1.0595 -1.6153 -1.0201  0.369
13 C -1.7214 -1.0192 0.1857  0.064
14 H 2.1541 0.1433 -2.7245  0.035
15 H 1.3257 1.9795 1.1361  0.010
16 H 1.8618 -0.6397 1.5568  0.002
17 H -2.5474 -0.3213 0.0695  0.016
18 H 0.3464 -3.3790 -1.1859  -0.008
19 H -1.8462 -1.8944 2.2794  0.000
20 Ir -0.4654 0.4882 -0.1923  1.933
21 C -1.4837 -1.4774 -2.4477  0.035
22 C -3.0127 -1.4939 -2.5343  0.027
23 C -0.9157 -2.4996 -3.4211  0.039
24 H -3.3691 -2.4413 -2.1058  -0.001
25 H -3.3517 -1.3868 -3.5722  0.005
26 H -3.4830 -0.6993 -1.9528  0.000
27 H -1.2064 -3.5231 -3.1782  -0.005
28 H 0.1797 -2.4120 -3.4877  -0.001
29 H -1.3120 -2.2081 -4.4130  0.002
30 C -0.7904 -0.2150 -2.9845  0.143
31 C -1.5938 0.9810 -2.8117  0.033
32 H -0.4743 -0.3371 -4.0207  0.029
33 H 0.2135 -0.1292 -2.4627  -0.037
34 O -1.9997 1.1107 -1.6007  0.053
35 N -1.7764 1.8201 -3.9113  0.007
36 C -0.5885 2.6964 -4.2006  0.010
37 H -2.7209 2.1633 -4.1577  -0.002
38 C 0.6813 1.9446 -4.6317  -0.004
39 C 1.8541 2.6180 -4.2850  0.005
40 H 1.7446 3.6061 -3.8185  0.000
41 C 3.1045 2.0624 -4.5320  0.001
42 H 3.9748 2.6133 -4.1946  -0.001
43 C 3.2134 0.8322 -5.1725  0.002
44 H 4.1940 0.4122 -5.3729  0.000
45 C 2.0539 0.1762 -5.5789  -0.004
46 H 2.1262 -0.7916 -6.0641  0.000
47 C 0.7865 0.7490 -5.3858  0.002
48 H -0.0913 0.2436 -5.8121  0.000
49 H -0.3520 3.2189 -3.2531  -0.001
50 H -0.8206 3.5183 -4.9139  0.002
51 C -0.6820 1.5664 5.3534  -0.024
52 C -0.0240 0.6610 4.5129  0.046
53 C -0.3191 0.6605 3.1529  0.008
54 C -1.1471 1.6204 2.5674  -0.002
55 C -1.3388 1.6651 1.1554  0.355
56 C -2.1899 2.6494 0.6722  0.036
57 C -2.9152 3.5456 1.4571  -0.060
58 C -2.7047 3.5595 2.8272  0.173
59 C -1.8159 2.6027 3.4057  -0.037
60 C -1.5478 2.5035 4.7877  0.059
61 H -0.4972 1.5330 6.4426  0.000
62 H 0.6986 -0.0366 4.9188  0.002
63 H 0.0944 -0.1160 2.5225  -0.015
64 H -2.2993 2.6936 -0.4037  0.044
65 H -3.5847 4.2054 0.8965  0.003
66 H -3.2316 4.2966 3.4273  0.004
67 H -2.0615 3.1885 5.4504  0.003

Summary:
- multiplicity = 6
- ⟨S²⟩ = 8.82
- lowest unoccupied orbital energy (alpha / beta) (eV) = -2.83 / -5.48
- net charge = +1
- HOMO level (alpha / beta) (eV) = -9.048 / -10.808
- gap between HOMO and LUMO (alpha / beta) (eV) = 6.21 / 5.33

[2]
Computed, not measured: a 3-piece molecular cluster, C4H12N2S overall, with ωB97M-V with the def2-TZVPD basis set.

Last column: Mulliken charge in e.
Cartesian coordinates (Å):
1 N -0.2561 0.4232 1.6496  -0.430
2 C 0.4662 -0.0871 -1.4839  -0.245
3 C 0.1150 1.1683 -1.2675  -0.421
4 S -3.2269 0.9050 0.4376  -0.491
5 C 1.8238 -0.5998 -1.1959  -0.512
6 N 1.8378 -1.1035 0.1318  -0.121
7 C 3.0144 -1.7677 0.4821  -0.867
8 H 0.2847 -0.4110 1.4717  0.265
9 H -0.1021 0.8747 2.5383  0.198
10 H -0.3031 -0.8573 -1.4999  0.304
11 H -0.8918 1.4712 -1.0003  0.141
12 H 0.8494 1.9654 -1.2280  0.205
13 H -4.3240 0.1329 0.3556  0.085
14 H 2.6290 0.1400 -1.3132  0.418
15 H 2.0773 -1.4472 -1.8445  0.380
16 H -1.2267 0.2858 1.3688  0.104
17 H 3.1073 -1.8944 1.5649  0.311
18 H 3.9457 -1.3480 0.0682  0.339
19 H 3.0316 -2.8108 0.1111  0.336

Summary:
- multiplicity = 1
- lowest unoccupied orbital energy (eV) = -4.19
- relative energy (zero: lowest compared OMol25 entry of this formula, charge and spin) (kcal per mole) = 162.2
- net charge = 0
- HOMO level (eV) = -7.057
- gap between HOMO and LUMO (eV) = 2.87

Number 1: total energy -40064.9025 eV. Number 2: total energy -18150.9848 eV.